(1)
C19H17IN4O6Re | ωB97M-V/def2-TZVPD

```
48
Properties=species:S:1:pos:R:3:forces:R:3:nbo_charge:R:1
H -2.46310 -0.78439 -2.06064 -0.034 -0.160 -0.323 0.2338
O -3.48427 3.89578 0.69730 1.922 0.878 1.573 -0.3758
Re -0.38964 -1.14805 0.04929 1.716 1.093 -2.799 1.3582
H -3.28522 -2.08195 -4.11278 0.302 0.006 0.184 0.2749
N -0.74590 -1.93439 -1.89438 -0.722 0.278 0.193 -0.4479
O 1.57253 5.01401 4.17901 0.265 -1.663 -2.522 -0.3198
C -1.56756 -3.42111 -4.10150 0.183 0.683 0.802 -0.0807
C -1.25090 4.14816 1.27461 0.985 -0.651 0.289 0.0866
H -1.99858 1.32562 1.24957 -0.702 -0.666 -0.374 0.3015
C -0.46289 0.23237 2.07070 -1.307 1.255 2.450 -0.7856
C -0.89065 3.30863 0.21257 -0.007 -0.244 0.212 -0.1805
H -2.74178 -0.00494 0.50996 1.627 -0.965 -0.824 0.3639
H -0.52932 1.33990 2.35565 0.421 -1.542 -0.316 0.3304
C 2.38001 -2.36953 0.33251 -0.475 -0.611 -0.769 0.0778
N -2.66730 4.42601 1.49434 -3.263 1.132 0.441 0.4759
C 2.13191 -4.19815 -1.74755 -0.162 0.684 0.245 -0.1702
H 4.09194 -3.52646 0.96751 -0.448 0.177 -0.452 0.2771
C -2.34285 -2.33506 -3.62611 0.375 -0.196 0.012 -0.1950
H 1.97271 -4.88989 -2.57226 0.254 0.106 0.274 0.2553
H 2.40626 2.87188 0.98729 -1.040 0.284 0.247 0.2796
H -0.81176 -0.31200 2.95367 0.838 0.058 -0.072 0.2796
C 3.29266 -3.41661 0.21950 0.304 0.017 0.191 -0.1997
H -0.63728 5.11470 3.12488 0.049 -0.170 -0.304 0.3048
C 0.98588 4.03474 2.16370 -1.852 -0.504 -1.752 0.0297
C 3.17492 -4.34941 -0.82559 -0.500 0.432 -0.111 -0.0807
I -1.20035 -3.27638 1.08789 -0.685 -1.025 0.923 0.0378
H 2.38404 -1.62833 1.13175 0.260 -0.310 -0.145 0.2310
C -1.97666 0.22023 1.29848 -0.896 1.820 2.033 -0.8034
H 0.66329 0.19673 2.09770 -0.555 -0.806 -1.714 0.3485
C -0.35935 -3.72032 -3.45738 -0.046 0.766 0.361 -0.1862
N 1.34807 -2.26338 -0.55173 0.173 0.212 0.890 -0.4374
C 0.80686 1.71921 -0.87134 1.633 2.070 -1.029 0.7778
H -2.57929 -0.09786 2.19859 0.584 0.303 -1.121 0.3019
O 0.08744 0.59270 -0.80287 -0.221 -0.817 0.052 -0.7991
H 3.86653 -5.18941 -0.92743 -0.196 0.346 0.149 0.2726
H -1.62614 3.04369 -0.54080 -0.023 0.039 0.209 0.2648
C 1.22889 -3.13501 -1.58992 1.394 -0.550 1.240 0.1591
C -1.90910 -1.60338 -2.51496 0.563 -0.964 -0.275 0.0748
N 1.92484 4.29796 3.20875 2.722 1.242 3.213 0.4802
O 1.69451 1.95116 -1.67707 -1.745 -1.170 1.533 -0.4841
C 1.34422 3.20557 1.08349 1.493 -0.081 0.652 -0.1402
O 3.07245 3.80252 3.12766 -2.465 0.670 -0.322 -0.3464
C -0.33546 4.51405 2.26474 0.477 -0.151 0.206 -0.1459
O -3.01923 5.14549 2.45886 1.378 -1.841 -2.374 -0.3049
C 0.04901 -2.93158 -2.36929 -1.779 -0.034 -0.929 0.2455
H -1.89079 -4.01859 -4.95023 -0.038 0.160 0.172 0.2710
C 0.40449 2.77711 0.15879 -0.479 0.223 -0.083 -0.1653
H 0.28193 -4.54207 -3.76494 -0.273 0.189 -0.136 0.2546
```
Forces are in eV/Å.

E_tot in hartree: -1779.76734
Multiplicity: 4
Maximum force in eV/A: 4.39
Frontier orbital gap (alpha / beta) in eV: 6.6 / 6.2
Net charge: +2

=====

(2)
C19H17IrN3O | ωB97M-V/def2-TZVPD

```
41
Properties=species:S:1:pos:R:3:forces:R:3:nbo_charge:R:1
C -0.21295 -0.96480 2.80999 -0.006 -0.396 -0.603 -0.1572
H 3.12616 -1.65172 1.00678 0.007 0.009 0.000 0.2396
C -5.87179 0.64628 -0.41045 0.002 -0.003 0.011 -0.2064
H 3.62373 1.57017 -2.65079 -0.001 -0.038 -0.021 0.2593
C 3.27518 -0.94773 0.20144 -0.043 -0.013 -0.152 0.0807
H -2.30363 -0.10447 2.96747 0.020 -0.042 -0.024 0.2636
H -5.41355 2.58510 -3.17083 0.002 -0.005 0.003 0.2472
C 4.54085 -0.69425 -0.31950 -0.018 -0.018 -0.029 -0.1759
H 5.66237 0.47745 -1.72397 -0.002 -0.004 0.002 0.2665
C -1.25716 0.06973 2.77194 0.013 -0.054 0.067 -0.1520
C -5.16508 1.94628 -2.33508 0.022 -0.009 -0.013 -0.2218
C -3.85367 1.58760 -2.10246 -0.006 0.033 -0.009 -0.1170
H -6.66592 0.29599 0.23396 0.002 -0.013 -0.014 0.2471
N -1.19801 0.98209 -1.54403 -0.122 -0.137 0.250 -0.1606
H 5.39250 -1.22300 0.08510 -0.004 0.018 0.020 0.2695
C -2.19049 0.37334 -0.73294 0.270 0.016 -0.152 0.6146
H -4.32056 -0.38106 0.65037 -0.004 0.010 -0.002 0.2347
H 1.98093 -0.77781 2.79738 -0.005 0.003 -0.071 0.2715
C -6.16691 1.47989 -1.49145 -0.032 0.015 0.007 -0.0839
H -0.33995 -1.99965 3.09306 -0.121 0.036 0.016 0.2761
C -0.68992 1.24021 2.39662 0.067 0.139 0.139 -0.2100
C 1.05264 1.01961 -1.86837 0.208 0.069 0.180 0.4018
H 1.45620 1.14367 -3.93251 -0.012 0.008 -0.008 0.2781
Ir 0.35313 -0.37956 0.53206 -1.808 0.458 0.556 0.9611
C 1.01129 -0.37144 2.55435 0.910 0.132 0.860 -0.3538
N 0.00353 0.67635 -1.11278 0.088 -0.167 -1.041 -0.2713
H -3.06803 1.93678 -2.75598 -0.010 0.016 0.014 0.2347
C 0.95644 1.73107 -3.15890 0.010 0.113 0.087 -0.7102
H 1.47493 2.69269 -3.09620 0.004 -0.010 0.001 0.2785
H -1.19189 2.18565 2.25363 0.016 -0.015 -0.035 0.2634
H -0.07532 1.90644 -3.43918 -0.011 -0.002 -0.003 0.2805
C 4.68505 0.23840 -1.32738 0.004 0.024 -0.038 -0.1182
O -1.85215 -0.43967 0.15353 -0.027 -0.134 -0.062 -0.6403
C 0.72573 0.99055 2.13137 0.246 -0.152 -0.458 -0.1895
C 3.54864 0.85390 -1.84443 0.063 -0.097 -0.035 -0.1449
C 2.31124 0.53511 -1.31924 -0.167 -0.150 -0.055 0.0847
C -3.54644 0.75033 -1.01339 -0.016 -0.005 0.012 -0.1331
H -7.19430 1.76594 -1.67584 0.003 -0.002 0.000 0.2450
C -4.56966 0.27509 -0.17240 0.007 -0.025 -0.001 -0.1322
H 1.47487 1.75260 1.97272 -0.018 0.041 0.070 0.2617
N 2.18699 -0.34170 -0.27104 0.467 0.350 0.532 -0.3812
```
Forces are in eV/Å.

E_tot in hartree: -1077.40498
Multiplicity: 2
Relative energy (zero: lowest compared OMol25 entry of this formula, charge and spin) in kJ/mol: 113.1
Maximum force in eV/A: 1.95
Frontier orbital gap (alpha / beta) in eV: 6.9 / 5.6
Net charge: +2

=====

(3)
C19H17IrN4O2S4 | ωB97M-V/def2-TZVPD

```
47
Properties=species:S:1:pos:R:3:forces:R:3:nbo_charge:R:1
H -3.63288 0.49121 4.80790 0.006 -0.011 0.005 0.4897
N -2.75010 -0.86122 2.15110 -0.029 0.035 -0.041 -0.6085
N 1.71873 0.68058 -0.22797 0.157 0.054 -0.082 -0.2046
H -1.30943 0.19158 0.12550 -0.041 -0.033 -0.010 0.2236
N 1.36774 1.50057 0.64807 -0.110 -0.075 0.069 -0.0789
C -2.97863 -1.78659 1.20130 0.006 -0.018 -0.001 0.6471
H -3.67506 -1.65480 3.85089 -0.001 0.003 0.008 0.1714
S 2.20665 2.39482 -4.95178 -0.129 -0.005 0.316 0.1453
H -2.47660 -3.89852 -0.31704 -0.007 0.001 -0.009 0.2630
S 0.44669 1.63722 -5.56748 -0.041 -0.149 0.231 0.1889
O -3.93120 -2.54133 1.22011 0.014 -0.010 0.020 -0.5893
S -0.50615 0.79519 -3.97287 0.022 -0.038 -0.219 -0.1302
C -1.22200 2.99374 -1.45703 0.008 -0.069 0.009 -0.3058
C -0.25702 -2.01958 -2.03588 -0.005 -0.041 0.108 0.0601
H 4.43689 -2.83961 -1.22862 0.004 0.000 0.002 0.2282
H -1.56890 4.88397 1.35665 0.013 0.006 0.003 0.2356
C 4.19586 -1.25279 1.75353 -0.001 0.004 0.012 -0.1867
C 2.71971 -0.27519 0.14593 -0.006 0.033 -0.059 0.1544
Ir 0.76942 0.76203 -2.07937 0.245 -0.286 -0.349 0.5794
H -2.50474 4.60592 -0.90743 -0.002 -0.004 0.003 0.2315
O -3.09589 0.33885 4.02470 -0.012 0.016 -0.007 -0.7195
H 5.36625 -2.91444 1.06235 0.006 0.005 -0.001 0.2315
H -1.66279 2.90234 -2.43893 0.011 -0.005 -0.005 0.2340
H 2.90916 0.41356 2.17126 -0.010 0.001 -0.006 0.2457
C -0.14071 3.30808 1.11474 0.017 -0.028 0.010 -0.1405
C 0.34201 2.33630 0.23629 0.062 0.063 0.003 -0.0644
C -1.23206 -0.78021 -0.34590 0.081 0.022 0.094 0.0703
C 3.24412 -0.30215 1.43577 0.003 -0.026 0.019 -0.2220
H -0.85907 -4.05332 -2.24726 0.000 -0.001 0.004 0.2492
N -0.37805 -0.85946 -1.37509 -0.415 0.292 -0.036 -0.4583
C 4.10054 -2.13514 -0.48029 -0.010 0.000 -0.008 -0.1876
C -1.86594 -3.05877 -0.62171 -0.019 0.004 0.010 -0.0746
C -1.69889 3.96093 -0.58081 -0.034 0.037 0.033 -0.1385
C 3.14863 -1.18257 -0.81251 0.029 -0.023 -0.013 -0.2378
H 4.60975 -1.27573 2.75241 -0.001 -0.006 0.000 0.2319
H -4.65315 -0.49896 2.91812 -0.001 -0.003 -0.002 0.1757
C -1.98334 -1.86097 0.07140 0.007 -0.007 -0.010 -0.1452
H 0.43756 -2.03215 -2.86579 -0.017 -0.003 -0.011 0.2230
H 0.30557 3.39765 2.09626 -0.005 0.007 0.002 0.2396
H -1.90081 -0.32279 2.19253 0.017 -0.025 0.034 0.4116
C -0.18529 2.15979 -1.05403 -0.015 0.004 -0.003 0.0302
C -1.17097 4.12409 0.69946 -0.015 -0.020 -0.042 -0.2287
C -0.98345 -3.13989 -1.68414 0.030 0.004 -0.011 -0.2322
C 4.62315 -2.17305 0.80216 -0.010 0.006 -0.003 -0.1766
C -3.64663 -0.72131 3.28135 0.016 0.005 -0.006 0.1093
S 2.55583 1.70104 -3.04370 0.195 0.275 -0.067 -0.1518
H 2.76548 -1.13891 -1.82412 -0.009 0.008 0.006 0.2117
```
Forces are in eV/Å.

E_tot in hartree: -2800.65083
Multiplicity: 2
Relative energy (zero: lowest compared OMol25 entry of this formula, charge and spin) in kJ/mol: 21.1
Maximum force in eV/A: 0.51
Frontier orbital gap (alpha / beta) in eV: 6.8 / 6.3
Net charge: +1

=====

(4)
C19H17N5O | ωB97M-V/def2-TZVPD

```
42
Properties=species:S:1:pos:R:3:forces:R:3:nbo_charge:R:1
C 1.75762 1.73108 0.09076 -0.180 -0.316 -0.019 -0.0876
H -1.00503 2.84138 0.37397 -0.243 -0.106 -0.008 0.4162
N 2.24036 -1.08034 -0.10421 -0.320 -0.377 -0.003 -0.4876
N -1.49652 1.96596 0.23742 0.215 0.544 0.043 -0.6056
C 1.03566 -0.56648 -0.02189 0.209 0.579 0.002 0.3710
C -0.71175 0.83744 0.13588 0.252 -1.089 -0.058 0.3196
H -0.65089 -2.89486 2.05703 -0.059 0.021 0.084 0.2104
H -3.32222 0.82053 -2.17457 0.055 0.021 -0.104 0.2222
H 6.31177 2.18908 -0.08416 0.040 0.083 0.004 0.2155
N -4.93914 -1.60373 -0.51626 -0.220 -0.473 -0.075 -0.4170
H 1.02428 -3.11196 1.52670 0.081 -0.027 0.055 0.2187
H -1.39664 -2.81202 -0.32543 0.144 0.035 -0.082 0.2259
C -3.73242 0.28444 -1.33269 -0.085 0.108 0.271 -0.2297
N -1.18317 -0.38489 0.07916 -0.160 0.642 0.168 -0.2588
C 5.44788 1.54119 -0.08448 -0.190 0.429 0.037 -0.2198
C 0.71869 0.82949 0.07933 0.244 -0.318 -0.036 -0.1855
C -2.86185 2.05150 0.21268 -0.006 0.125 0.008 0.6710
C -3.57629 0.76390 -0.03726 -0.747 -0.158 -0.120 -0.0729
H 4.36783 -2.67714 0.61922 -0.023 -0.126 0.023 0.2251
C 4.57778 -0.71808 -0.18228 0.413 0.052 -0.021 0.0597
H 0.29386 -3.06993 -0.84936 -0.125 0.027 0.002 0.2111
C -0.01583 -3.30217 1.27413 -0.050 0.080 -0.202 -0.6140
C -4.80637 -1.13119 0.71039 0.070 0.158 0.317 0.0395
C 3.25388 -0.20091 -0.09310 -0.080 0.459 0.028 0.2373
H 6.64150 -0.23676 -0.24672 0.072 -0.086 -0.010 0.2110
H 1.60008 2.79915 0.16230 0.021 0.095 0.001 0.2127
H -4.05898 0.39813 2.02635 -0.001 0.005 0.117 0.2227
C -0.34753 -2.65519 -0.06686 0.034 -0.427 0.201 -0.2118
H 5.80944 -2.45533 -0.39007 0.069 -0.018 -0.003 0.2099
H 4.03891 3.13165 0.07684 0.019 0.104 0.005 0.2086
C 4.75975 -2.19843 -0.27637 -0.006 0.048 0.000 -0.6452
C 4.19352 2.06443 0.00432 0.340 0.063 -0.009 -0.1738
H -0.17446 -4.37506 1.21655 -0.002 -0.143 0.040 0.2139
C -4.14291 0.04821 1.00940 0.056 0.187 -0.242 -0.2205
C 3.06070 1.21760 0.00262 -0.073 -0.231 -0.007 -0.1556
O -3.41806 3.11540 0.36961 -0.124 -0.058 0.019 -0.5663
C 5.63455 0.14960 -0.17762 -0.237 -0.338 -0.012 -0.2240
H -5.25514 -1.73056 1.49206 -0.003 0.030 0.131 0.1929
N -0.13953 -1.23390 -0.02611 0.412 0.219 -0.144 -0.1999
H -4.56160 -1.32284 -2.49892 0.033 0.057 -0.113 0.1929
C -4.42017 -0.90451 -1.51059 0.171 0.246 -0.255 0.0402
H 4.19649 -2.58783 -1.12175 -0.013 -0.123 -0.031 0.2278
```
Forces are in eV/Å.

E_tot in hartree: -1083.27898
SMILES string: CCn1nc(NC(=O)c2ccncc2)c2cc3cccc(C)c3nc21
Relative energy (zero: lowest compared OMol25 entry of this formula, charge and spin) in kJ/mol: 0.0
Maximum force in eV/A: 1.12
Frontier orbital gap in eV: 7.5